Here is C29H49KO15PdS5 as an isolated structure at a distorted geometry from OMol25. Energies are from ωB97M-V with the def2-TZVPD basis set.

Summary:
- frontier orbital gap (alpha / beta) (eV) = 6.35 / 5.26
- 2S+1 = 3

Element x y z (Å)
Pd (-3.09, -2.04, -1.36)
K (0.07, -4.46, -0.38)
S (-0.41, 4.42, -3.64)
S (0.58, -1.02, -7.82)
S (1.69, -3.41, 3.84)
S (-2.41, 1.81, 4.40)
S (6.38, -0.24, 0.81)
O (-4.08, 0.16, -0.73)
O (-5.80, 4.46, -1.96)
O (6.64, 0.82, -0.13)
O (0.60, 5.25, -4.18)
O (-1.81, 4.58, -3.98)
O (0.74, 0.23, -8.55)
O (-1.04, 2.19, 3.97)
O (3.05, -3.85, 4.03)
O (7.08, -1.48, 0.83)
O (-1.32, -1.74, -0.07)
O (-3.41, 2.82, 4.73)
O (-4.97, 3.95, -4.47)
O (1.10, -3.33, 2.52)
O (0.20, -2.25, -8.40)
O (-2.89, -0.04, -3.28)
C (0.76, -0.86, -0.92)
C (0.74, 1.95, -2.83)
C (-2.39, 0.47, 5.73)
C (1.15, -2.14, -5.52)
C (5.22, -0.33, 3.29)
C (-4.97, 2.24, -1.21)
C (1.06, 3.17, -1.90)
C (4.58, -0.59, 0.90)
C (-3.62, -0.36, 5.54)
C (0.56, -4.49, 4.79)
C (-0.41, -3.51, 5.54)
C (-4.24, 1.14, -1.58)
C (-0.73, 0.65, 0.23)
C (-3.94, 1.95, -3.92)
C (-0.75, -0.77, -6.54)
C (-3.10, 0.61, 3.18)
C (1.30, -1.80, 4.77)
C (-0.25, -0.81, 0.15)
C (-3.67, 1.01, -2.98)
C (4.03, -0.56, 2.38)
C (-0.22, -1.52, -5.27)
C (1.91, -1.35, -6.58)
C (-3.87, -0.52, 4.00)
C (0.46, -2.27, 6.00)
C (-5.27, 3.34, -2.17)
C (-4.67, 3.09, -3.62)
C (-0.16, 4.18, -1.84)
C (0.07, 2.63, -4.09)
C (6.34, 0.52, 2.58)
H (-0.87, -3.95, 6.42)
H (0.04, 1.30, -2.30)
H (3.47, 0.37, 2.47)
H (3.43, -1.41, 2.69)
H (7.36, 0.31, 2.90)
H (-1.40, 0.82, 1.07)
H (-4.49, 0.20, 5.91)
H (1.14, -5.04, 5.53)
H (1.57, -0.13, -0.91)
H (1.21, -1.84, -1.03)
H (-3.43, -1.33, 5.99)
H (-1.42, -3.41, 5.12)
H (-1.08, 3.79, -1.41)
H (0.18, -1.52, 6.73)
H (-5.29, 2.37, -0.19)
H (-3.38, 1.21, 2.31)
H (2.30, -1.46, 5.06)
H (0.62, 2.57, -5.04)
H (1.54, 1.24, -3.01)
H (6.08, 1.53, 2.27)
H (1.14, -3.19, -5.84)
H (2.18, -0.38, -6.15)
H (0.30, -1.02, 1.07)
H (-1.55, -0.18, 5.50)
H (5.76, -1.25, 3.52)
H (4.09, 0.21, 0.35)
H (5.16, 0.14, 4.26)
H (0.08, -5.12, 4.04)
H (0.06, 1.40, 0.36)
H (-0.42, -0.86, -4.42)
H (-4.95, -0.51, 3.83)
H (-0.79, -2.43, -5.08)
H (-1.32, 0.97, -0.62)
H (2.77, -1.77, -7.10)
H (-2.20, 0.94, 6.70)
H (-2.23, 0.01, 2.97)
H (0.34, -0.68, -1.91)
H (1.43, 2.80, -0.95)
H (1.53, -2.22, -4.50)
H (0.80, -1.03, 4.18)
H (-0.91, 2.16, -4.16)
H (-3.39, -1.49, 3.87)
H (4.31, -1.50, 0.35)
H (-1.77, -0.96, -6.86)
H (1.20, -2.74, 6.65)
H (-0.65, 0.28, -6.30)
H (-0.01, 5.22, -1.52)
H (1.95, 3.63, -2.35)
H (-3.32, 2.05, -4.80)

Results of the Löwdin charge analysis, in e, for atoms 1 through 99: number 1, Pd, carries 0.65; number 2, K, carries 0.85; number 3, S, carries 0.67; number 4, S, carries 0.68; number 5, S, carries 0.69; number 6, S, carries 0.72; number 7, S, carries 0.67; number 8, O, carries -0.12; number 9, O, carries 0.06; number 10, O, carries -0.33; number 11, O, carries -0.30; number 12, O, carries -0.32; number 13, O, carries -0.33; number 14, O, carries -0.37; number 15, O, carries -0.32; number 16, O, carries -0.32; number 17, O, carries -0.42; number 18, O, carries -0.33; number 19, O, carries 0.11; number 20, O, carries -0.38; number 21, O, carries -0.32; number 22, O, carries -0.08; number 23, C, carries -0.10; number 24, C, carries -0.20; number 25, C, carries -0.23; number 26, C, carries -0.25; number 27, C, carries -0.23; number 28, C, carries 0.07; number 29, C, carries -0.21; number 30, C, carries -0.21; number 31, C, carries -0.23; number 32, C, carries -0.19; number 33, C, carries -0.20; number 34, C, carries -0.37; number 35, C, carries -0.05; number 36, C, carries 0.08; number 37, C, carries -0.18; number 38, C, carries -0.18; number 39, C, carries -0.17; number 40, C, carries -0.57; number 41, C, carries -0.28; number 42, C, carries -0.18; number 43, C, carries -0.22; number 44, C, carries -0.20; number 45, C, carries -0.16; number 46, C, carries -0.19; number 47, C, carries -0.27; number 48, C, carries -0.32; number 49, C, carries -0.17; number 50, C, carries -0.16; number 51, C, carries -0.17; number 52, H, carries 0.10; number 53, H, carries 0.05; number 54, H, carries 0.11; number 55, H, carries 0.07; number 56, H, carries 0.10; number 57, H, carries 0.05; number 58, H, carries 0.11; number 59, H, carries 0.10; number 60, H, carries 0.08; number 61, H, carries 0.04; number 62, H, carries 0.11; number 63, H, carries 0.10; number 64, H, carries 0.10; number 65, H, carries 0.11; number 66, H, carries 0.12; number 67, H, carries 0.10; number 68, H, carries 0.09; number 69, H, carries 0.10; number 70, H, carries 0.10; number 71, H, carries 0.09; number 72, H, carries 0.11; number 73, H, carries 0.10; number 74, H, carries 0.11; number 75, H, carries 0.07; number 76, H, carries 0.11; number 77, H, carries 0.08; number 78, H, carries 0.11; number 79, H, carries 0.09; number 80, H, carries 0.07; number 81, H, carries 0.09; number 82, H, carries 0.11; number 83, H, carries 0.11; number 84, H, carries 0.07; number 85, H, carries 0.11; number 86, H, carries 0.11; number 87, H, carries 0.07; number 88, H, carries 0.06; number 89, H, carries 0.09; number 90, H, carries 0.10; number 91, H, carries 0.10; number 92, H, carries 0.06; number 93, H, carries 0.09; number 94, H, carries 0.09; number 95, H, carries 0.11; number 96, H, carries 0.10; number 97, H, carries 0.07; number 98, H, carries 0.10; number 99, H, carries 0.11

***

Here is C10H12LaO5 as an isolated structure at a distorted geometry from OMol25. Energies are from ωB97M-V with the def2-TZVPD basis set.

Summary:
- frontier orbital gap (eV) = 7.41
- net charge = +3

Element x y z (Å)
La (-0.97, -0.10, -0.83)
O (1.56, -1.07, -3.30)
O (0.87, 0.08, 0.64)
O (0.51, 3.17, -1.98)
O (-1.57, -0.34, -4.51)
O (-1.89, -3.81, -1.16)
C (0.79, -0.80, -2.47)
C (3.17, -0.09, 1.23)
C (0.88, -0.73, 1.86)
C (2.17, 0.68, 0.35)
C (-1.56, -2.71, -1.07)
C (-1.44, -0.24, -3.37)
C (-3.53, 1.08, 0.93)
C (-4.08, 1.07, -0.30)
C (0.00, 2.19, -1.67)
C (2.33, -0.77, 2.32)
H (2.11, 1.75, 0.62)
H (0.50, -1.74, 1.62)
H (3.66, -0.84, 0.60)
H (0.21, -0.27, 2.59)
H (-3.94, 1.90, -1.01)
H (3.94, 0.56, 1.62)
H (2.69, -1.78, 2.50)
H (-4.66, 0.23, -0.67)
H (-3.62, 0.23, 1.61)
H (2.38, 0.61, -0.72)
H (2.43, -0.20, 3.25)
H (-2.95, 1.93, 1.30)

For reference, the Löwdin charges in units of e are: number 1, La, carries 1.92; number 2, O, carries 0.25; number 3, O, carries -0.44; number 4, O, carries 0.23; number 5, O, carries 0.25; number 6, O, carries 0.21; number 7, C, carries -0.10; number 8, C, carries -0.10; number 9, C, carries -0.13; number 10, C, carries -0.14; number 11, C, carries 0.00; number 12, C, carries -0.07; number 13, C, carries -0.09; number 14, C, carries -0.08; number 15, C, carries -0.01; number 16, C, carries -0.10; number 17, H, carries 0.14; number 18, H, carries 0.13; number 19, H, carries 0.13; number 20, H, carries 0.14; number 21, H, carries 0.08; number 22, H, carries 0.14; number 23, H, carries 0.14; number 24, H, carries 0.08; number 25, H, carries 0.08; number 26, H, carries 0.11; number 27, H, carries 0.14; number 28, H, carries 0.08

***

Here is C12H10BrF5Pd as an isolated structure at a distorted geometry from OMol25. Energies are from ωB97M-V with the def2-TZVPD basis set.

Summary:
- frontier orbital gap (alpha / beta) (eV) = 8.00 / 6.47
- 2S+1 = 5

Element x y z (Å)
Pd (0.20, -0.17, -0.10)
Br (1.13, -2.07, 1.40)
F (-1.28, 0.97, 4.06)
F (-2.20, -0.46, 2.68)
F (-1.01, 1.82, 1.46)
F (-0.34, -0.94, 3.71)
F (0.89, 1.24, 2.43)
C (-1.72, -1.38, 0.00)
C (2.57, -0.21, -0.59)
C (1.20, 1.04, -1.99)
C (-0.93, -0.91, -2.12)
C (1.92, -0.20, -1.86)
C (-2.11, -0.05, -0.33)
C (-1.02, 0.04, 3.10)
C (-0.98, -1.92, -1.12)
C (-1.61, 0.25, -1.62)
C (2.21, 1.00, 0.10)
C (-0.25, 0.77, 1.91)
C (1.35, 1.77, -0.76)
H (0.95, 2.75, -0.55)
H (0.68, 1.39, -2.86)
H (3.21, -0.98, -0.20)
H (-2.74, 0.60, 0.28)
H (-1.94, -1.92, 0.91)
H (2.58, 1.29, 1.07)
H (-1.76, 1.19, -2.15)
H (2.01, -0.98, -2.60)
H (-0.55, -2.91, -1.16)
H (-0.48, -1.03, -3.10)

For reference, the Löwdin charges in units of e are: number 1, Pd, carries 0.77; number 2, Br, carries 0.21; number 3, F, carries 0.12; number 4, F, carries 0.11; number 5, F, carries 0.01; number 6, F, carries 0.08; number 7, F, carries 0.04; number 8, C, carries -0.19; number 9, C, carries -0.18; number 10, C, carries -0.12; number 11, C, carries -0.14; number 12, C, carries -0.12; number 13, C, carries -0.14; number 14, C, carries -0.56; number 15, C, carries -0.16; number 16, C, carries -0.12; number 17, C, carries -0.15; number 18, C, carries -0.41; number 19, C, carries -0.12; number 20, H, carries 0.11; number 21, H, carries 0.11; number 22, H, carries 0.07; number 23, H, carries 0.11; number 24, H, carries 0.10; number 25, H, carries 0.11; number 26, H, carries 0.12; number 27, H, carries 0.11; number 28, H, carries 0.10; number 29, H, carries 0.11

***

Here is C30H53N5O3SSiSn as an isolated structure at a distorted geometry from OMol25. Energies are from ωB97M-V with the def2-TZVPD basis set.

Summary:
- frontier orbital gap (alpha / beta) (eV) = 6.85 / 4.50
- net charge = +2

Element x y z (Å)
Sn (-0.11, -1.47, 0.04)
S (-2.52, -2.43, 0.17)
Si (2.78, 2.25, -2.99)
O (1.65, -3.45, 1.57)
O (3.04, -1.11, 1.16)
O (2.57, 1.31, 2.13)
N (-0.18, -2.73, -2.05)
N (-1.86, -2.68, 2.83)
N (-3.96, -1.84, 2.18)
N (-0.75, 1.11, -0.02)
N (-1.26, 1.78, 1.15)
C (-1.23, -3.01, 5.11)
C (-1.39, 4.24, 0.55)
C (0.56, 2.24, -4.83)
C (2.17, 2.44, 2.90)
C (-0.65, -0.67, -3.42)
C (-0.63, 2.73, -5.37)
C (-0.30, -2.11, -3.29)
C (0.17, -5.18, -1.27)
C (-2.22, -2.58, 4.13)
C (-3.27, 2.67, -0.09)
C (-1.17, 3.90, -4.81)
C (1.10, -4.07, 2.77)
C (0.01, -4.30, -3.68)
C (-4.40, -1.74, 3.53)
C (3.81, 0.72, 2.54)
C (-2.13, 2.97, 0.96)
C (1.14, 2.86, -3.74)
C (-5.72, -1.09, 3.83)
C (3.54, 1.08, -4.25)
C (3.06, -3.46, 1.43)
C (0.08, -4.08, -2.29)
C (-2.74, -2.35, 1.92)
C (0.61, 4.05, -3.23)
C (4.21, -0.36, 1.57)
C (3.75, 3.85, -3.15)
C (3.46, -2.31, 0.58)
C (-2.71, 3.17, 2.39)
C (-3.51, -2.18, 4.51)
C (-0.60, 4.54, -3.73)
C (-0.17, -3.11, -4.33)
H (-3.39, 4.06, 2.38)
H (0.40, -6.18, -1.68)
H (4.62, 1.49, 2.69)
H (2.93, -2.42, -0.37)
H (-6.38, -1.76, 4.38)
H (3.63, 4.28, -4.18)
H (-3.54, 1.62, -0.06)
H (4.67, 0.11, 0.68)
H (4.58, -2.38, 0.39)
H (-0.95, -4.09, 5.04)
H (-1.31, 1.26, -0.88)
H (-3.22, 2.25, 2.77)
H (-0.25, -2.39, 5.11)
H (1.98, 2.12, 3.95)
H (-0.61, 4.52, 1.26)
H (-4.54, -1.55, 1.40)
H (1.09, 4.52, -2.37)
H (-5.50, -0.19, 4.47)
H (3.32, -4.44, 1.02)
H (0.21, -5.23, -4.18)
H (2.92, 3.22, 2.79)
H (1.07, 1.39, -5.32)
H (0.17, 1.51, -0.24)
H (-4.16, 3.29, 0.09)
H (-0.10, -0.09, -2.65)
H (3.56, -3.37, 2.41)
H (-1.82, 1.05, 1.61)
H (1.31, -5.13, 2.79)
H (-0.19, -2.91, -5.38)
H (-6.22, -0.75, 2.91)
H (0.02, -3.92, 2.74)
H (-1.67, -2.82, 6.09)
H (3.67, 0.21, 3.48)
H (3.27, 0.01, -4.11)
H (3.48, 4.64, -2.42)
H (-3.71, -2.10, 5.57)
H (-2.87, 2.92, -1.09)
H (-0.91, 4.16, -0.42)
H (-1.04, 5.42, -3.25)
H (-2.19, 5.05, 0.58)
H (-0.76, -5.29, -0.69)
H (1.00, -4.95, -0.54)
H (-0.38, -0.26, -4.38)
H (-1.87, 3.45, 3.06)
H (1.56, -3.62, 3.69)
H (-1.17, 2.16, -6.10)
H (-1.74, -0.56, -3.16)
H (4.80, 3.59, -2.98)
H (3.27, 1.39, -5.32)
H (4.93, -1.04, 1.96)
H (4.65, 1.07, -4.18)
H (1.28, 2.81, 2.43)
H (-2.13, 4.29, -5.18)

For reference, the Löwdin charges in units of e are: number 1, Sn, carries 1.24; number 2, S, carries 0.55; number 3, Si, carries 0.71; number 4, O, carries -0.32; number 5, O, carries -0.20; number 6, O, carries -0.22; number 7, N, carries -0.08; number 8, N, carries 0.12; number 9, N, carries 0.11; number 10, N, carries -0.10; number 11, N, carries -0.07; number 12, C, carries -0.02; number 13, C, carries -0.04; number 14, C, carries -0.15; number 15, C, carries -0.09; number 16, C, carries -0.01; number 17, C, carries -0.07; number 18, C, carries -0.26; number 19, C, carries 0.00; number 20, C, carries -0.26; number 21, C, carries -0.03; number 22, C, carries -0.09; number 23, C, carries -0.07; number 24, C, carries -0.01; number 25, C, carries -0.16; number 26, C, carries -0.18; number 27, C, carries -0.61; number 28, C, carries -0.36; number 29, C, carries 0.01; number 30, C, carries -0.26; number 31, C, carries -0.21; number 32, C, carries -0.27; number 33, C, carries -0.76; number 34, C, carries -0.13; number 35, C, carries -0.17; number 36, C, carries -0.25; number 37, C, carries -0.24; number 38, C, carries -0.05; number 39, C, carries 0.06; number 40, C, carries -0.09; number 41, C, carries 0.03; number 42, H, carries 0.10; number 43, H, carries 0.10; number 44, H, carries 0.15; number 45, H, carries 0.11; number 46, H, carries 0.10; number 47, H, carries 0.07; number 48, H, carries 0.07; number 49, H, carries 0.14; number 50, H, carries 0.16; number 51, H, carries 0.12; number 52, H, carries 0.07; number 53, H, carries 0.08; number 54, H, carries 0.13; number 55, H, carries 0.10; number 56, H, carries 0.08; number 57, H, carries 0.14; number 58, H, carries 0.09; number 59, H, carries 0.12; number 60, H, carries 0.14; number 61, H, carries 0.12; number 62, H, carries 0.09; number 63, H, carries 0.10; number 64, H, carries 0.08; number 65, H, carries 0.09; number 66, H, carries 0.06; number 67, H, carries 0.14; number 68, H, carries 0.10; number 69, H, carries 0.09; number 70, H, carries 0.12; number 71, H, carries 0.10; number 72, H, carries 0.05; number 73, H, carries 0.09; number 74, H, carries 0.12; number 75, H, carries 0.01; number 76, H, carries 0.03; number 77, H, carries 0.14; number 78, H, carries 0.08; number 79, H, carries 0.06; number 80, H, carries 0.11; number 81, H, carries 0.12; number 82, H, carries 0.09; number 83, H, carries 0.09; number 84, H, carries 0.07; number 85, H, carries 0.09; number 86, H, carries 0.11; number 87, H, carries 0.10; number 88, H, carries 0.12; number 89, H, carries 0.02; number 90, H, carries 0.06; number 91, H, carries 0.11; number 92, H, carries 0.03; number 93, H, carries 0.05; number 94, H, carries 0.11